Entry 1:
{"formula": "C4H11N2O", "method": "wB97M-V/def2-TZVPD", "elements": ["N", "C", "N", "C", "C", "C", "O", "H", "H", "H", "H", "H", "H", "H", "H", "H", "H", "H"], "positions_angstrom": [[2.75273, 0.35095, -0.42039], [1.46939, 0.74453, -0.86766], [0.55793, 0.61440, 0.30812], [0.13337, -0.82089, 0.50280], [-1.50397, -0.88859, 0.75262], [-2.11230, 0.48920, 0.34082], [-2.01374, 0.96354, -0.92733], [2.59548, -0.54167, 0.03666], [3.33877, 0.21978, -1.26655], [1.42532, 1.71999, -1.41438], [1.00895, 0.10036, -1.67233], [-0.33681, 0.83558, -0.22158], [0.29439, -1.45881, -0.43117], [0.58814, -1.10063, 1.41978], [-1.38572, -0.98429, 1.79480], [-1.94578, -1.83958, 0.31585], [-1.78292, 1.30298, 0.96591], [-3.08321, 0.29314, 0.78405]], "homo_ev": -2.6, "lumo_energy_ev": 4.0427, "smiles": "NCNCCC[O-]", "gap_ev": 6.66, "charge": -1}

---

Entry 2:
{"formula": "C46H28Br2Cl2N8OPmSSe", "method": "wB97M-V/def2-TZVPD", "elements": ["Pm", "Br", "C", "C", "C", "C", "O", "C", "C", "N", "C", "C", "C", "C", "C", "C", "C", "C", "N", "C", "C", "H", "H", "H", "H", "H", "H", "H", "H", "H", "H", "Br", "C", "C", "C", "C", "C", "C", "N", "C", "C", "C", "C", "C", "C", "N", "H", "H", "H", "H", "H", "H", "H", "H", "H", "Se", "N", "C", "C", "C", "C", "C", "N", "C", "C", "N", "C", "C", "C", "C", "C", "N", "H", "H", "H", "H", "H", "H", "Cl", "C", "C", "C", "C", "C", "Cl", "C", "S", "H", "H", "H"], "positions_angstrom": [[0.22701, 0.22396, -0.04625], [2.51417, -0.77740, -6.86723], [1.67723, -1.04518, -5.17761], [2.12403, -2.10095, -4.36976], [1.57803, -2.28714, -3.13250], [0.57662, -1.41629, -2.60633], [0.16575, -1.54956, -1.40553], [0.09061, -0.37488, -3.48518], [-0.96319, 0.48694, -3.08920], [-1.50709, 0.44133, -1.90341], [-2.70082, 1.06381, -1.60479], [-3.54431, 1.68013, -2.52149], [-4.75142, 2.26117, -2.13265], [-5.16383, 2.22162, -0.82698], [-4.37750, 1.56511, 0.13898], [-4.76354, 1.47485, 1.49123], [-3.98426, 0.77010, 2.36723], [-2.82216, 0.15579, 1.88425], [-2.38206, 0.27426, 0.64844], [-3.14122, 0.96745, -0.23966], [0.66779, -0.21886, -4.76117], [2.90665, -2.75271, -4.72857], [1.91790, -3.09339, -2.49574], [-1.29916, 1.18776, -3.85836], [-3.27012, 1.71512, -3.56422], [-5.36620, 2.74090, -2.88085], [-6.09566, 2.67325, -0.52597], [-5.67671, 1.95353, 1.81367], [-4.25305, 0.67376, 3.40626], [-2.23566, -0.45965, 2.55805], [0.31759, 0.57831, -5.40144], [7.07659, 0.70403, -3.94980], [5.75661, 0.14559, -2.71805], [6.13322, -0.52707, -1.56075], [5.17672, -0.93459, -0.65746], [3.82017, -0.66826, -0.89258], [3.46826, 0.00565, -2.06889], [4.41997, 0.41011, -2.97716], [2.76841, -1.04957, -0.06327], [2.91741, -1.99142, 0.79293], [1.80169, -2.54095, 1.53572], [2.01138, -3.65434, 2.35845], [0.91817, -4.28250, 2.92736], [-0.34855, -3.81712, 2.60904], [-0.46531, -2.69391, 1.80140], [0.57533, -2.03131, 1.31375], [7.17520, -0.74177, -1.38290], [5.49910, -1.44079, 0.23983], [2.42171, 0.19410, -2.27077], [4.12743, 0.92361, -3.87904], [3.85870, -2.52346, 0.93522], [3.01394, -4.01758, 2.53120], [1.05236, -5.13083, 3.58064], [-1.23114, -4.31305, 2.97697], [-1.43832, -2.30994, 1.52273], [-3.01744, 5.23544, 5.97108], [-2.13234, 3.72472, 5.98238], [-1.77592, 3.41938, 4.74891], [-1.01683, 2.26133, 4.37921], [-0.54524, 1.37083, 5.34579], [0.23641, 0.31272, 4.93761], [0.48259, 0.16113, 3.57522], [-0.00353, 0.95632, 2.63411], [-0.72585, 2.02705, 3.01626], [-1.18543, 2.96570, 1.99994], [-0.90479, 2.69535, 0.71178], [-1.30852, 3.55837, -0.21120], [-1.99243, 4.74064, 0.07266], [-2.29127, 5.02834, 1.38370], [-1.89118, 4.12883, 2.37534], [-2.19549, 4.35610, 3.75836], [-2.87236, 5.38616, 4.22924], [-0.79018, 1.55012, 6.38260], [0.65164, -0.38508, 5.64886], [1.11336, -0.65054, 3.23617], [-1.05947, 3.31204, -1.23577], [-2.27053, 5.41129, -0.72577], [-2.81423, 5.92090, 1.68693], [2.49431, 1.65640, 1.17713], [3.31234, 2.66233, 0.01419], [4.54403, 3.18612, 0.35972], [5.19631, 4.03254, -0.51797], [4.60919, 4.35048, -1.73361], [3.39330, 3.79524, -2.07688], [2.69400, 4.17425, -3.59740], [2.70037, 2.92219, -1.21738], [1.18121, 2.25650, -1.71706], [4.98159, 2.93553, 1.31256], [6.15451, 4.44982, -0.25517], [5.09467, 5.02741, -2.41795]], "homo_ev": [-9.5, -9.5], "lumo_energy_ev": [-3.3830, -3.3867], "spin_multiplicity": 5, "gap_ev": [6.14, 6.13], "charge": 1}

---

Entry 3:
{"formula": "C5H8O", "method": "wB97M-V/def2-TZVPD", "elements": ["O", "C", "C", "C", "C", "C", "H", "H", "H", "H", "H", "H", "H", "H"], "positions_angstrom": [[-2.07129, -1.28227, -0.75862], [-1.13095, -0.66050, -0.32587], [0.02153, -1.22548, 0.49583], [1.17439, -0.27064, 0.17876], [0.48702, 1.10595, 0.10818], [-0.86928, 0.82954, -0.55912], [-0.25660, -1.14488, 1.55734], [0.19194, -2.28049, 0.27071], [1.98442, -0.29671, 0.91301], [1.60416, -0.52954, -0.79760], [1.09044, 1.84909, -0.42093], [0.33149, 1.47829, 1.12806], [-1.69528, 1.41973, -0.14886], [-0.86198, 1.00792, -1.64089]], "homo_ev": -9.4, "lumo_energy_ev": 1.0045, "smiles": "O=C1CCCC1", "gap_ev": 10.41, "charge": 0}

---

Q: charge of number 2 (C46H28Br2Cl2N8OPmSSe)?
A: +1